Record 1
A molecular structure, C15H40FLiO5, computed with ωB97M-V with the def2-TZVPD basis set.

## Properties
total charge	0
orbital gap	0.3393	hartree
highest occupied orbital energy	-8.98	eV
energy above the lowest of the compared OMol25 structures with the same formula, charge and spin	1.2170	eV

XYZ file:
```
62
Properties=species:S:1:pos:R:3:forces:R:3:nbo_charge:R:1
Li 0.79438 -0.62405 0.06895 -0.5 -0.9 0.1 0.923
F -0.68591 -1.79980 0.70890 0.7 1.0 -0.2 -0.933
C 0.55258 3.32871 0.49272 0.0 -0.2 0.0 -0.636
C -0.18916 2.01951 0.10642 -2.8 3.5 0.3 0.070
C -1.56141 2.33657 -0.60160 0.0 0.0 1.2 -0.639
O 0.51357 1.38569 -0.87125 2.2 -2.3 -0.7 -0.750
H 1.52064 3.10516 0.94100 -0.1 -0.1 0.2 0.207
H -0.00001 3.99728 1.15283 -0.1 -0.3 0.1 0.225
H 0.79774 3.92481 -0.38630 -0.2 0.0 -0.4 0.193
H -0.37184 1.46899 1.02927 0.2 -0.7 -0.3 0.213
H -1.42981 3.03463 -1.42834 0.3 0.2 0.0 0.190
H -2.28697 2.77477 0.08372 0.0 0.1 0.1 0.214
H -2.02705 1.44149 -1.01406 0.2 -0.2 0.2 0.236
H 0.63056 2.04348 -1.56061 0.2 -0.2 -0.3 0.484
C -1.78160 -2.65979 -2.59738 0.3 -0.1 -0.4 -0.637
C -2.11830 -1.22097 -2.18737 -1.7 -2.1 0.7 0.091
C -3.21666 -0.71386 -3.08886 1.0 1.7 -0.4 -0.616
O -2.71717 -1.25572 -0.92226 -0.9 0.4 0.5 -0.769
H -2.65268 -3.29764 -2.74736 -0.5 0.5 0.1 0.211
H -1.21970 -3.21954 -1.84968 0.6 0.4 0.0 0.219
H -1.31166 -2.63276 -3.58050 0.5 -0.2 0.0 0.187
H -1.25356 -0.56550 -2.08400 0.3 0.1 -0.8 0.160
H -3.39402 0.30299 -2.73862 -0.2 0.3 -0.3 0.203
H -4.19708 -1.18913 -3.05707 0.5 -0.6 0.1 0.223
H -2.78556 -0.66458 -4.08877 -0.5 0.1 -0.4 0.192
H -2.06598 -1.60029 -0.30677 0.8 -0.2 0.9 0.511
C 3.58571 -0.11261 3.55540 0.6 -0.5 1.0 -0.653
C 2.76185 0.33479 2.37672 0.5 0.9 -0.8 0.089
C 3.50942 1.03942 1.24592 0.3 0.7 1.4 -0.626
O 2.16692 -0.76484 1.72213 -0.5 -0.7 -0.1 -0.760
H 2.95614 -0.57112 4.31796 -0.3 -0.2 -0.1 0.217
H 4.12146 0.62853 4.14851 -0.2 0.7 -0.5 0.229
H 4.36501 -0.84341 3.33919 -0.1 -0.2 -0.6 0.215
H 1.97689 1.00610 2.72497 -0.2 0.1 0.2 0.169
H 4.35769 0.43215 0.93007 -0.3 0.0 -0.5 0.215
H 3.92035 1.96158 1.65684 0.2 0.1 0.0 0.210
H 2.81464 1.38237 0.47927 0.2 -0.6 -0.3 0.216
H 1.86554 -1.37081 2.40299 -0.4 -0.4 -0.1 0.493
C 3.83931 -1.96527 -2.44901 0.9 -0.1 -1.1 -0.639
C 2.70999 -0.97477 -2.38036 -0.7 0.3 -0.9 0.092
C 1.95694 -0.71443 -3.71737 0.7 0.2 0.2 -0.631
O 1.74268 -1.50457 -1.50751 -0.5 0.1 1.1 -0.758
H 4.52787 -1.67855 -3.24384 0.2 0.2 0.0 0.217
H 3.51254 -2.95410 -2.77080 -0.4 -0.1 0.1 0.203
H 4.42421 -2.09769 -1.53880 -0.3 0.3 0.2 0.227
H 3.07226 -0.03147 -1.97166 -0.1 0.1 0.1 0.183
H 1.40190 -1.59852 -4.03110 0.5 -0.3 -0.2 0.212
H 2.65784 -0.34624 -4.46654 -0.1 -0.3 -0.3 0.207
H 1.16256 0.02923 -3.65372 0.2 0.3 0.6 0.218
H 1.67635 -2.41987 -1.78935 -0.6 -0.3 0.4 0.484
C -3.73242 -0.89617 3.03392 -0.2 0.5 0.4 -0.626
C -2.94379 0.34239 2.56828 -2.0 -0.6 -0.2 0.096
C -3.48150 1.63995 3.22884 1.0 -0.3 -0.2 -0.627
O -1.61057 0.07342 2.86849 1.1 1.2 0.6 -0.759
H -3.55399 -0.98005 4.10593 0.1 -0.2 0.1 0.198
H -3.37772 -1.80817 2.55375 0.0 0.1 -0.1 0.221
H -4.81319 -0.81188 2.92026 0.0 0.1 -0.3 0.197
H -3.04827 0.41842 1.48596 -0.1 0.2 -0.2 0.166
H -4.56683 1.73983 3.24117 0.0 -0.4 -0.1 0.212
H -3.11383 2.51992 2.70105 0.2 0.1 0.0 0.198
H -3.10222 1.69915 4.24900 -0.1 0.0 0.1 0.210
H -1.28509 -0.52315 2.19042 0.3 -0.7 -0.5 0.509
```
Positions in Å, forces in eV/Å.

=====

Record 2
A molecular structure, C33H44Cl2O2PSi4Tb, computed with ωB97M-V with the def2-TZVPD basis set.

## Properties
total charge	0
multiplicity	7
orbital gap (alpha / beta)	0.2353 / 0.2668	hartree
highest occupied orbital energy (alpha / beta)	-7.31 / -7.38	eV

XYZ file:
```
87
Properties=species:S:1:pos:R:3:forces:R:3:lowdin_spin:R:1
Tb 0.83359 0.80349 1.02532 0.9 0.3 -0.9 6.252
C -3.25129 -5.36655 2.25310 0.4 -1.0 0.2 0.000
C -3.76509 -4.47562 1.33778 0.4 0.9 -0.6 0.000
C -3.17080 -3.20495 1.22493 0.3 -0.8 1.3 0.000
C -2.09917 -2.83450 2.05788 -0.3 0.8 -1.4 0.000
C -1.50613 -3.78720 2.87782 -0.1 0.8 -0.2 0.000
C -2.11446 -5.02966 2.98885 0.1 0.2 0.0 0.000
P -1.40649 -1.07993 1.77766 -0.6 -1.2 0.6 0.004
C 0.25802 -1.43877 2.50666 -1.3 -0.1 -0.6 0.006
C 1.16227 -2.15705 1.70822 1.4 0.7 1.9 0.001
C 2.47737 -2.28355 2.16686 -0.5 0.3 0.4 0.001
C 2.80906 -1.79877 3.46531 2.4 -0.7 -1.8 0.000
C 1.90380 -1.14715 4.22862 -1.1 -0.3 0.8 0.000
C 0.59523 -0.99839 3.74653 1.5 0.6 0.8 0.001
C -2.29204 -0.03710 3.00742 -0.8 -1.1 0.5 -0.001
C -3.29586 -0.54731 3.82727 0.7 -0.1 -1.0 0.001
C -3.93294 0.34988 4.71839 -1.3 -2.7 1.0 0.000
C -3.68066 1.66237 4.75289 -0.4 -0.2 -0.3 0.000
C -2.75236 2.19227 3.86287 1.3 0.3 0.1 -0.002
C -2.35628 3.52942 3.94520 -0.6 1.4 -0.2 0.002
C -1.32812 4.04728 3.20145 -0.2 -0.3 0.5 -0.002
C -0.57868 3.16377 2.38409 -0.1 0.3 0.6 -0.005
C -0.89657 1.83036 2.30864 0.8 -0.1 -0.9 -0.045
C -1.98144 1.35033 3.03533 -0.8 -0.7 0.3 -0.006
H -3.62579 -6.40806 2.32377 0.1 0.9 0.0 0.000
H -4.52204 -4.78104 0.62332 -0.1 0.1 0.2 0.000
H -3.49605 -2.48587 0.52021 -0.6 0.5 -0.7 0.000
H -0.55857 -3.45721 3.31975 -0.5 -0.8 0.4 0.000
H -1.67422 -5.76336 3.62687 0.2 -0.4 0.3 0.000
H 0.79596 -2.63605 0.85641 -0.2 -0.5 -1.7 0.000
H 3.25061 -2.69444 1.51764 -0.2 -0.1 0.3 0.000
H 3.88364 -1.90841 3.76321 -1.2 0.1 -0.1 0.000
H 2.10866 -0.86645 5.25579 0.2 0.2 -0.2 0.000
H -0.07783 -0.49394 4.39048 -0.9 0.4 0.2 0.000
H -3.59357 -1.61576 3.70300 0.2 1.0 0.5 0.000
H -4.64697 -0.08948 5.45679 0.5 0.4 -0.8 0.000
H -4.24371 2.23920 5.44423 -0.1 0.8 0.4 0.000
H -2.97450 4.18167 4.57293 0.4 -0.1 -0.1 0.000
H -1.08344 5.09394 3.34731 0.2 -0.1 -0.3 0.000
H 0.32986 3.52987 1.93203 0.2 0.3 -0.3 0.000
Cl 5.13058 3.68675 0.18013 -0.2 0.1 0.5 0.000
C 4.87640 2.25540 1.16409 0.1 -1.2 0.8 0.000
Cl 5.87736 0.92803 0.54088 0.6 0.1 0.1 0.000
C 3.43888 1.74541 1.17921 -1.9 -1.5 -0.1 0.001
O 3.18928 0.47805 1.15553 0.9 1.6 0.3 0.001
O 2.47480 2.55451 1.27756 0.4 0.2 -0.1 -0.008
H 5.13624 2.33968 2.25764 0.0 0.6 -1.2 0.000
C -1.01229 3.63823 -1.69636 -0.4 -0.5 -0.5 0.000
Si 0.10336 2.65963 -2.83372 1.4 -0.3 -0.8 -0.016
C -0.52717 2.64816 -4.63303 -0.6 -0.3 0.6 -0.007
C 1.81936 3.54708 -3.15648 -0.8 -0.4 -0.9 0.000
Si 0.66873 0.53974 -1.97921 0.2 0.1 0.2 -0.116
Si 2.49507 -0.28106 -3.18369 1.0 -1.1 -0.3 -0.022
C 2.49846 -2.15953 -2.96040 0.2 -1.1 -0.5 0.000
C 4.22794 0.31256 -2.63650 0.8 1.4 -1.4 0.000
C 2.49255 -0.15336 -5.06088 1.3 -1.5 -0.4 -0.008
Si -1.14715 -0.74040 -2.64485 0.6 -0.1 -0.6 -0.017
C -1.21572 -0.89518 -4.50735 0.9 -2.5 -0.4 -0.007
C -2.53600 0.33373 -2.12902 -0.5 1.0 -0.5 0.000
C -1.34178 -2.43077 -1.87117 0.6 -1.0 -0.5 0.000
H -1.09047 4.58898 -2.20138 -0.1 0.7 0.2 0.000
H -0.54261 3.72365 -0.72457 0.0 0.3 0.3 0.000
H -2.03499 3.23636 -1.59561 0.5 0.0 0.0 0.000
H -0.31877 3.67495 -4.93216 -0.1 0.1 -0.4 -0.001
H -1.63222 2.47423 -4.69709 1.0 -0.1 -0.3 0.000
H 0.08802 1.94525 -5.24267 -0.7 0.5 0.3 0.000
H 1.75362 4.63599 -3.36717 0.0 -0.6 0.2 0.000
H 2.26588 3.06151 -4.06725 -0.5 0.4 0.7 0.000
H 2.51405 3.34583 -2.36740 0.5 0.2 0.7 0.000
H 2.17820 -2.39833 -1.95861 -0.2 -0.3 0.6 0.000
H 3.52258 -2.63893 -3.07440 -1.1 0.6 -0.1 0.000
H 1.76674 -2.68078 -3.65925 0.9 0.7 0.7 0.000
H 4.43317 0.18681 -1.61365 -0.3 -0.3 1.6 0.000
H 4.43458 1.42147 -2.77937 -0.5 -1.1 -0.1 0.000
H 5.12799 -0.17259 -3.09011 -1.0 0.0 -0.2 0.000
H 1.72886 -0.63339 -5.66581 -0.5 -0.1 0.4 0.000
H 3.45941 -0.67697 -5.45263 -1.3 1.4 0.7 -0.001
H 2.42545 0.89061 -5.22936 0.5 1.2 -0.9 0.000
H -1.17202 0.01087 -5.05873 0.2 0.9 -0.4 0.000
H -2.13321 -1.43203 -4.81088 0.2 0.2 0.1 -0.001
H -0.34854 -1.58696 -4.85785 -1.3 1.2 0.5 0.000
H -2.49897 1.27594 -2.72603 -0.3 -0.8 0.2 0.000
H -2.56694 0.66228 -1.10954 0.3 0.0 0.8 0.000
H -3.44409 -0.22342 -2.29122 -0.7 0.1 -0.3 0.000
H -0.48245 -3.12647 -2.10401 -0.8 0.8 0.3 0.000
H -2.27155 -3.01553 -2.01130 0.3 0.5 -0.2 0.000
H -1.31364 -2.14331 -0.83716 0.2 -0.3 0.9 0.000
```
Positions in Å, forces in eV/Å.

=====

Record 3
5 unconnected molecules or ions with the total composition C17H45BClO12PS4, computed with ωB97M-V with the def2-TZVPD basis set.

## Properties
total charge	0
orbital gap	0.2847	hartree
SMILES string	CCOS(C)(=O)=O.CCOS(C)(=O)=O.CCOS(C)(=O)=O.CCOS(C)(=O)=O.CP(C)BCCCCl
highest occupied orbital energy	-7.71	eV

XYZ file:
```
81
Properties=species:S:1:pos:R:3:forces:R:3:mulliken_charge:R:1
C -4.57335 -1.62729 0.98560 0.2 0.3 0.0 -0.916
C -4.74394 -1.78571 -0.51054 0.0 -0.5 0.3 -0.422
O -4.74909 -0.51481 -1.19642 0.1 0.2 -0.1 -0.293
S -3.35380 0.22043 -1.39468 -0.5 0.0 -0.1 1.294
C -3.89532 1.40698 -2.57648 0.0 0.0 0.0 -0.993
O -2.43449 -0.69194 -2.00488 0.2 0.0 0.1 -0.607
O -2.99525 0.89361 -0.18340 0.2 0.0 0.0 -0.635
H -3.57925 -1.25225 1.22958 0.0 0.0 0.0 0.279
H -4.70790 -2.58542 1.48701 -0.1 0.0 -0.1 0.437
H -5.29999 -0.91647 1.37851 -0.1 -0.1 0.0 0.206
H -3.97408 -2.43084 -0.93699 0.1 0.1 -0.1 0.339
H -5.70891 -2.23337 -0.73774 0.0 0.2 -0.1 0.285
H -4.19616 0.88677 -3.48117 0.0 0.0 0.0 0.316
H -3.05255 2.06505 -2.77512 0.0 0.0 0.0 0.373
H -4.72209 1.96868 -2.15064 0.0 0.0 0.0 0.332
C 6.01445 -0.92912 2.08525 0.0 -0.1 0.2 -0.970
C 5.84602 -2.10056 1.13703 -0.3 0.6 0.0 -0.241
O 6.76176 -3.17694 1.44078 0.0 -0.2 0.1 -0.316
S 6.41574 -4.10984 2.68271 0.3 0.1 -0.4 1.275
C 7.56667 -5.39208 2.32029 0.0 0.0 0.0 -0.943
O 5.07961 -4.60075 2.53073 -0.1 0.0 0.1 -0.636
O 6.80854 -3.45629 3.89240 -0.1 -0.1 0.1 -0.626
H 5.70313 -1.19089 3.09567 0.0 0.0 0.0 0.298
H 5.41111 -0.08606 1.75059 0.0 0.0 -0.1 0.298
H 7.05900 -0.62146 2.13272 0.0 0.0 -0.1 0.290
H 4.81993 -2.47030 1.13374 0.1 -0.1 0.1 0.276
H 6.08558 -1.79484 0.12088 0.1 -0.2 0.0 0.273
H 7.28237 -5.86283 1.38378 0.0 0.0 0.0 0.308
H 7.51459 -6.10585 3.13907 0.0 0.0 0.0 0.373
H 8.56110 -4.95918 2.25830 0.0 0.0 0.0 0.322
C 3.56255 4.32296 -3.14515 0.1 0.2 0.1 -1.015
C 2.20073 4.79481 -3.61531 0.2 -0.5 -0.2 -0.349
O 1.76635 5.99440 -2.94436 0.0 0.2 0.1 -0.258
S 2.41661 7.37316 -3.41224 -0.3 -0.2 0.2 1.212
C 1.27815 8.44085 -2.59842 0.0 0.0 0.0 -0.931
O 2.26557 7.48921 -4.83050 0.1 0.0 -0.1 -0.639
O 3.70601 7.51339 -2.81152 0.1 0.1 -0.1 -0.602
H 4.34756 5.01774 -3.43937 0.0 0.0 0.0 0.392
H 3.79190 3.34862 -3.57823 -0.1 0.0 0.0 0.362
H 3.58653 4.24112 -2.05825 0.0 -0.1 0.0 0.261
H 2.18204 4.95260 -4.69483 0.0 0.1 0.0 0.341
H 1.44133 4.05041 -3.38108 -0.1 0.1 0.1 0.244
H 0.29406 8.30263 -3.03656 0.0 0.0 0.0 0.313
H 1.62892 9.45775 -2.75777 0.0 0.0 0.0 0.370
H 1.27535 8.20317 -1.53835 0.0 0.0 0.0 0.314
C -9.61172 0.02373 5.30482 0.1 -0.1 -0.2 -0.967
C -8.79543 1.28768 5.48859 -0.5 0.0 0.1 -0.367
O -7.38530 1.07394 5.27253 0.2 0.0 -0.1 -0.270
S -6.88205 0.95319 3.76568 0.3 0.1 0.4 1.256
C -5.15891 1.11481 4.08717 0.0 0.0 0.0 -0.850
O -7.34562 2.09292 3.03505 -0.1 -0.1 -0.1 -0.669
O -7.14535 -0.37036 3.28847 -0.1 0.1 -0.2 -0.599
H -9.61017 -0.30292 4.26597 0.0 0.0 0.0 0.291
H -10.64419 0.20202 5.60567 0.0 0.1 0.0 0.384
H -9.20221 -0.78701 5.90697 0.0 0.0 0.1 0.261
H -9.14660 2.08950 4.83730 0.1 0.0 -0.1 0.335
H -8.87216 1.64095 6.51483 0.2 0.0 0.0 0.270
H -4.96912 2.10825 4.48270 0.0 0.0 0.0 0.344
H -4.64374 0.97637 3.13829 0.0 0.0 0.0 0.284
H -4.86306 0.34522 4.79481 0.0 0.0 0.0 0.310
C 1.42112 -5.51033 -1.24318 0.6 0.0 -0.1 -1.020
P 1.66715 -4.19823 -2.51250 -1.1 0.0 -0.9 0.000
C 3.16608 -4.72048 -3.45446 0.0 0.0 0.7 -1.062
B 2.06204 -2.53518 -1.60063 0.1 0.1 0.4 0.387
C 1.01894 -1.38475 -1.81166 1.1 -0.5 0.4 -0.511
C 1.43361 -0.03430 -1.25258 -0.4 0.4 -0.5 -0.646
C 2.71022 0.52100 -1.89372 -0.4 0.1 0.6 0.039
Cl 4.04779 0.61169 -0.69701 0.2 0.0 -0.2 -0.210
H 0.62109 -5.23437 -0.56708 -0.1 0.1 0.2 0.316
H 2.31650 -5.77860 -0.68735 0.1 0.1 0.2 0.283
H 1.09825 -6.39518 -1.78312 -0.1 -0.1 -0.1 0.355
H 2.89948 -5.62130 -3.99535 0.0 -0.1 -0.2 0.371
H 3.40886 -3.94904 -4.17631 0.1 0.1 -0.1 0.301
H 4.02856 -4.93569 -2.82728 0.2 0.1 0.0 0.284
H 3.00033 -2.32776 -0.88503 0.1 -0.1 -0.1 -0.205
H 0.10293 -1.74534 -1.33553 -0.3 0.0 -0.2 0.224
H 0.82484 -1.34479 -2.88436 -0.4 0.1 -0.1 0.276
H 1.54334 -0.05329 -0.17544 0.1 -0.1 0.2 0.421
H 0.63411 0.67940 -1.45440 -0.1 0.1 0.1 0.203
H 3.03632 -0.08093 -2.73180 0.2 -0.1 -0.1 0.320
H 2.54699 1.53993 -2.21468 0.1 0.2 -0.2 -0.131
```
Positions in Å, forces in eV/Å.

=====

no.,largest force on an atom (hartree/bohr),total energy (eV)
1,0.0876,-29365.6330
2,0.0611,-127308.9273
3,0.0274,-108754.8309